Entry from the Open Molecules 2025 dataset: an isolated molecule of C6H9N2P at a distorted geometry (ωB97M-V with the def2-TZVPD basis set).

Structure (ORCA input):
```
! wB97M-V def2-TZVPD RIJCOSX def2/J DEFGRID3
* xyz 0 1
C -1.74 1.46 1.77
C -0.51 1.05 1.22
C -2.18 0.97 -0.26
C 2.90 -1.19 0.19
C 0.04 0.30 -1.07
C 0.29 -1.55 -0.97
N -2.72 1.34 0.89
N -0.80 0.79 -0.07
P 1.45 -2.08 0.32
H -2.03 1.81 2.72
H 0.34 0.95 1.87
H -2.82 0.63 -1.03
H 3.63 -1.34 1.00
H 3.17 -0.51 -0.57
H 1.15 0.74 -0.93
H -0.19 0.52 -2.14
H -0.68 -1.99 -0.91
H 0.68 -1.92 -2.03
*
```

Results
ΔE to the lowest compared entry with this formula, charge and spin = 2.536 eV
Frontier orbital gap = 8.47 eV
SMILES = C=PCCn1ccnc1



Entry from the Open Molecules 2025 dataset: an isolated molecule of C6H9N2P at a distorted geometry (ωB97M-V with the def2-TZVPD basis set).

Structure (ORCA input):
```
! wB97M-V def2-TZVPD RIJCOSX def2/J DEFGRID3
* xyz 0 1
C 0.52 0.88 2.16
C -0.49 -0.13 1.90
C 1.29 1.40 1.10
C -0.50 -0.65 0.59
C 0.27 0.00 -0.40
C -1.55 -1.74 0.29
N 1.07 1.00 -0.16
N 0.16 -0.22 -1.90
P 0.93 1.23 -2.58
H 0.68 1.25 3.17
H -1.26 -0.59 2.59
H 1.93 2.29 1.20
H -2.42 -0.99 0.12
H -1.33 -2.38 -0.59
H -1.78 -2.41 1.02
H -0.73 -0.20 -2.20
H 0.86 0.51 -3.76
H 2.37 0.75 -2.54
*
```

Results
ΔE to the lowest compared entry with this formula, charge and spin = 1.132 eV
Frontier orbital gap = 9.06 eV
SMILES = Cc1cccnc1NP



Entry from the Open Molecules 2025 dataset: an isolated molecule of C6H9N3 at a distorted geometry (ωB97M-V with the def2-TZVPD basis set).

Structure (ORCA input):
```
! wB97M-V def2-TZVPD RIJCOSX def2/J DEFGRID3
* xyz 0 1
C -2.31 0.24 1.13
C 0.03 0.51 0.07
C 2.11 1.35 -0.45
C 2.62 0.12 -0.82
C 0.51 -0.68 -0.43
C -0.54 -1.72 -0.58
H -3.04 1.00 1.54
H -1.73 -0.23 1.89
H -2.50 -0.62 0.35
H -1.16 2.02 0.69
H 2.79 2.14 -0.38
H 3.73 0.19 -0.99
H -0.02 -2.53 -1.13
H -0.77 -2.08 0.44
H -1.29 -1.26 -1.14
N -1.13 0.96 0.43
N 0.89 1.54 0.00
N 1.81 -0.95 -0.63
*
```

Results
ΔE to the lowest compared entry with this formula, charge and spin = 1.714 eV
Frontier orbital gap = 8.71 eV
SMILES = CNc1nccnc1C



Entry from the Open Molecules 2025 dataset: a 2-piece molecular cluster, C6H9N3O overall at a distorted geometry (ωB97M-V with the def2-TZVPD basis set).

Structure (ORCA input):
```
! wB97M-V def2-TZVPD RIJCOSX def2/J DEFGRID3
* xyz 0 1
N 1.18 -1.43 -1.50
C 0.85 -0.77 -0.30
C -0.37 -0.84 0.35
N -0.53 0.34 1.06
C -1.77 0.84 1.58
C -2.29 0.06 2.73
N -2.65 -0.64 3.58
C 0.67 0.99 1.12
C 1.53 0.38 0.22
H 2.16 -1.69 -1.53
H 0.63 -2.27 -1.64
H -1.14 -1.60 0.30
H -1.67 1.89 1.89
H -2.54 0.83 0.79
H 0.78 1.91 1.68
H 2.52 0.73 -0.07
O 0.68 0.39 -3.75
H 1.19 1.16 -3.50
H 0.76 -0.27 -3.00
*
```

Results
ΔE to the lowest compared entry with this formula, charge and spin = 1.290 eV
Frontier orbital gap = 9.01 eV
SMILES = N#CCn1ccc(N)c1.O